#w
A structure of composition C2H6N2O3. Source: the OMol25 dataset; level of theory: ωB97M-V with the def2-TZVPD basis set.

XYZ file:
```
13
Properties=species:S:1:pos:R:3
C -1.21293 0.86327 -0.86090
C -0.32310 -0.50601 -0.65335
N 0.58884 -0.62554 0.38528
N 1.66108 0.19635 0.55858
O 2.06951 0.74248 -0.46761
O 2.12246 0.26433 1.64188
O -0.13445 -0.73860 1.95562
H -1.92913 1.19786 -0.05601
H -0.62788 1.67487 -1.14447
H -1.96941 0.57072 -1.63936
H -1.03454 -1.44731 -0.45417
H 0.40678 -0.75345 -1.60005
H 0.38278 -1.43899 2.33455
```

Properties
Lowest unoccupied orbital energy = -0.0183 hartree

Results of the Löwdin charge analysis, in e, for atoms 1 through 5: C -0.05; C -0.22; N -0.02; N -0.45; O 0.06

#x
A structure of composition C2H6N2O3. Source: the OMol25 dataset; level of theory: ωB97M-V with the def2-TZVPD basis set.

XYZ file:
```
13
Properties=species:S:1:pos:R:3
C -1.77377 -0.41298 -0.04651
N 0.58065 -0.82031 -0.03798
C 1.16791 0.64344 -0.08075
N 2.29988 0.32542 0.50244
O -0.64230 -1.03821 0.62458
O -1.96558 0.90745 0.28294
O 0.58998 1.59886 -0.55503
H -1.24620 1.43545 -0.11072
H 0.53898 -1.23722 -0.97245
H 3.02004 1.02708 0.62234
H 1.69728 -0.87467 0.57254
H -2.62231 -0.98316 0.32614
H -1.64455 -0.57115 -1.12754
```

Properties
Lowest unoccupied orbital energy = 0.0257 hartree

Results of the Löwdin charge analysis, in e, for atoms 1 through 5: C -0.26; N 0.01; C -0.55; N 0.10; O -0.08

#x is favored, and the nearest alternative lies 3.885 eV above it.